Entry from OMol25: a structure of composition C31H42AuN3P in a non-equilibrium geometry (the ωB97M-V functional and the def2-TZVPD basis).

**Charge**: -1
**Frontier orbital gap (alpha / beta)**: 4.520 / 5.042 eV
**HOMO energy (alpha / beta)**: -0.0724 / -0.0917 Ha
**LUMO energy (alpha / beta)**: 2.6 / 2.5 eV
**Multiplicity**: 3

```
78
C31H42AuN3P the ωB97M-V functional and the def2-TZVPD basis
Au 0.886 -0.139 -0.143
N 0.733 -2.598 3.203
N -0.357 -2.823 -1.139
C 1.221 2.198 0.316
C 2.373 1.353 0.654
C 2.288 1.090 2.088
C 3.128 0.119 2.821
H 4.007 -0.141 2.218
H 2.592 -0.821 3.052
H 3.483 0.548 3.769
C 1.169 1.777 2.594
C 0.780 1.839 4.028
H 1.145 2.761 4.508
H 1.203 0.993 4.587
H -0.311 1.820 4.153
C 0.542 2.498 1.542
C -0.586 3.447 1.689
H -1.396 3.029 2.307
H -1.006 3.701 0.707
H -0.281 4.396 2.159
C 3.628 1.268 -0.154
H 4.343 2.086 0.044
H 3.390 1.294 -1.223
H 4.151 0.327 0.057
C 1.035 2.936 -0.966
H -0.037 3.096 -1.163
H 1.436 2.349 -1.801
H 1.520 3.928 -0.980
C 0.326 -3.569 3.997
H 0.961 -3.815 4.863
C -0.851 -4.335 3.816
H -1.055 -5.151 4.515
C -1.692 -4.040 2.758
H -2.608 -4.606 2.620
C -1.362 -2.914 1.830
H -1.580 -3.128 0.769
C 0.100 -2.424 2.003
C 0.907 -1.912 1.025
H 1.670 -2.672 0.621
C -0.179 -1.505 -1.285
C 0.256 -3.389 -2.226
H 0.809 -4.351 -2.150
C 0.252 -2.479 -3.255
H 0.414 -2.685 -4.277
N -0.143 -1.255 -2.722
C -0.136 -0.037 -3.403
C 0.964 0.276 -4.217
C 0.904 1.469 -4.962
H 1.737 1.741 -5.618
C -0.212 2.304 -4.898
C -0.267 3.489 -5.819
H -0.756 4.353 -5.350
H -0.822 3.253 -6.742
H 0.756 3.765 -6.116
C -1.258 2.005 -4.018
H -2.113 2.684 -3.924
C -1.237 0.817 -3.266
C -2.349 0.470 -2.333
H -2.431 -0.609 -2.178
H -3.306 0.833 -2.725
H -2.206 0.937 -1.349
C 2.193 -0.569 -4.205
H 2.013 -1.583 -4.576
H 2.616 -0.651 -3.193
H 2.959 -0.120 -4.846
C -1.555 -0.802 3.708
P -2.408 -1.473 2.281
C -4.055 -2.029 2.658
C -2.285 -0.250 0.977
H -1.564 -1.526 4.533
H -2.061 0.119 4.015
H -0.510 -0.584 3.437
H -4.080 -3.120 2.779
H -4.372 -1.558 3.598
H -4.736 -1.731 1.848
H -3.176 -0.262 0.333
H -2.151 0.752 1.408
H -1.402 -0.465 0.331
```



Entry from OMol25: the molecule C21H41BN2O5S2 in a non-equilibrium geometry (the ωB97M-V functional and the def2-TZVPD basis).

**SMILES**: CCCCO[C@]1(CCCS)[C@](CCN(CC)C(C)=O)(B(O)OC)NC(=O)[C@]1(S)CCC
**Frontier orbital gap**: 9.293 eV
**HOMO energy**: -0.3259 Ha
**LUMO energy**: 0.4 eV
**Multiplicity**: 1

```
72
C21H41BN2O5S2 the ωB97M-V functional and the def2-TZVPD basis
C 5.625 0.142 2.150
C 4.476 0.742 1.339
C 3.713 -0.315 0.528
C 2.597 -0.976 1.337
O 1.351 -0.297 1.273
C 0.401 -0.373 0.166
C 0.499 0.887 -0.690
C 0.926 2.138 0.093
C 0.429 3.421 -0.595
S -0.104 4.716 0.564
C -0.925 -0.545 0.990
C -2.061 0.496 0.895
C -3.243 0.231 -0.052
N -3.261 1.226 -1.167
C -4.238 2.304 -0.867
C -3.808 3.673 -1.389
C -3.620 0.601 -2.415
C -2.890 1.146 -3.605
O -4.462 -0.264 -2.490
B -0.381 -0.436 2.507
O -0.309 0.816 3.121
O -0.099 -1.576 3.221
C -0.523 -1.619 4.586
N -1.322 -1.955 0.760
C -0.265 -2.651 0.250
O 0.088 -3.771 0.552
C 0.424 -1.681 -0.709
S -0.839 -1.326 -2.051
C 1.680 -2.129 -1.455
C 1.564 -3.148 -2.591
C 0.827 -4.450 -2.295
H 6.299 0.928 2.495
H 6.218 -0.553 1.555
H 5.262 -0.377 3.038
H 4.842 1.540 0.692
H 3.770 1.191 2.044
H 4.408 -1.114 0.253
H 3.328 0.100 -0.401
H 2.880 -0.915 2.392
H 2.485 -2.038 1.136
H -0.476 1.101 -1.125
H 1.194 0.736 -1.521
H 2.013 2.189 0.165
H 0.502 2.108 1.095
H -0.422 3.206 -1.242
H 1.205 3.879 -1.207
H -0.969 3.946 1.231
H -1.659 1.466 0.604
H -2.467 0.642 1.898
H -3.251 -0.786 -0.432
H -4.170 0.350 0.515
H -4.355 2.376 0.212
H -5.215 2.049 -1.294
H -4.426 4.442 -0.923
H -3.914 3.759 -2.469
H -2.776 3.869 -1.096
H -1.823 0.987 -3.468
H -3.036 2.228 -3.633
H -3.255 0.694 -4.522
H 0.613 1.049 3.265
H -1.466 -1.091 4.736
H -0.675 -2.664 4.845
H 0.232 -1.183 5.242
H -1.815 -2.425 1.505
H -1.603 -2.406 -1.884
H 2.187 -1.247 -1.850
H 2.371 -2.564 -0.736
H 1.172 -2.687 -3.499
H 2.597 -3.424 -2.829
H -0.192 -4.302 -1.946
H 1.379 -5.060 -1.582
H 0.762 -5.027 -3.222
```



Entry from OMol25: the molecule C5H11NO in a non-equilibrium geometry (the ωB97M-V functional and the def2-TZVPD basis).

**SMILES**: CCN(C)C(C)=O
**Frontier orbital gap**: 10.028 eV
**HOMO energy**: -0.3358 Ha
**LUMO energy**: 0.9 eV
**Multiplicity**: 1
**Energy above the lowest of the compared OMol25 structures with the same formula, charge and spin**: 50.0 kJ/mol

```
18
C5H11NO the ωB97M-V functional and the def2-TZVPD basis
C -1.018 -0.524 -2.112
C -1.195 -0.608 -0.574
N -0.350 0.323 0.150
C -0.772 1.709 0.145
C 0.842 0.011 0.737
C 1.313 -1.424 0.565
O 1.494 0.845 1.339
H 0.022 -0.493 -2.413
H -1.637 0.292 -2.467
H -1.449 -1.421 -2.566
H -2.234 -0.328 -0.380
H -1.022 -1.625 -0.218
H 0.099 2.357 0.105
H -1.287 1.921 -0.796
H -1.435 2.001 0.952
H 0.557 -2.078 1.019
H 2.236 -1.534 1.123
H 1.446 -1.689 -0.478
```



Entry from OMol25: a structure of composition C16H10CuF12N4O12S4 in a non-equilibrium geometry (the ωB97M-V functional and the def2-TZVPD basis).

**Frontier orbital gap (alpha / beta)**: 9.007 / 5.905 eV
**HOMO energy (alpha / beta)**: -0.3728 / -0.3727 Ha
**LUMO energy (alpha / beta)**: -1.1 / -4.2 eV
**Multiplicity**: 2
**Energy above the lowest of the compared OMol25 structures with the same formula, charge and spin**: 0.0 kJ/mol

```
59
C16H10CuF12N4O12S4 the ωB97M-V functional and the def2-TZVPD basis
Cu 5.589 -16.942 16.934
C 7.125 -13.459 18.690
F 6.512 -12.757 17.785
F 8.280 -12.921 19.019
F 6.368 -13.552 19.757
S 7.615 -15.208 18.054
O 7.372 -15.199 16.632
O 8.941 -15.565 18.448
N 6.463 -16.316 18.611
S 6.944 -16.770 20.080
O 7.449 -18.111 20.060
O 7.642 -15.771 20.822
C 5.290 -16.885 21.032
F 5.459 -16.832 22.328
F 4.473 -15.940 20.619
F 4.744 -18.069 20.794
C 3.561 -16.319 13.086
F 3.990 -15.139 13.540
F 2.425 -16.228 12.473
F 4.512 -16.751 12.273
S 3.556 -17.592 14.514
O 2.332 -18.332 14.460
O 4.760 -18.385 14.359
N 3.807 -16.734 15.954
S 2.348 -16.154 16.295
O 1.590 -15.593 15.197
O 1.629 -17.043 17.163
C 2.846 -14.668 17.311
F 3.069 -13.610 16.498
F 1.900 -14.349 18.184
F 4.035 -14.936 17.933
C 12.002 -18.592 15.530
C 11.119 -17.536 15.656
C 9.762 -17.728 15.897
C 9.329 -19.059 15.956
C 10.185 -20.149 15.790
C 11.525 -19.888 15.627
N 7.886 -19.315 16.124
O 7.192 -18.352 16.382
O 7.517 -20.445 16.075
H 13.051 -18.351 15.431
H 11.492 -16.528 15.525
H 9.096 -16.880 15.863
H 9.735 -21.126 15.879
H 12.233 -20.706 15.576
C 1.166 -21.780 19.555
C 1.340 -20.408 19.597
C 2.266 -19.894 18.691
C 3.056 -20.727 17.923
C 2.861 -22.091 17.918
C 1.898 -22.647 18.749
N 4.148 -20.169 17.137
O 4.590 -20.790 16.227
O 4.495 -19.040 17.447
H 0.372 -22.248 20.131
H 0.790 -19.723 20.220
H 2.338 -18.817 18.635
H 3.521 -22.722 17.336
H 1.749 -23.703 18.916
```



Entry from OMol25: a structure of composition C43H49BClN8OS3Y in a non-equilibrium geometry (the ωB97M-V functional and the def2-TZVPD basis).

**Charge**: +2
**Frontier orbital gap**: 6.903 eV
**HOMO energy**: -0.4597 Ha
**LUMO energy**: -5.6 eV
**Multiplicity**: 1
**Energy above the lowest of the compared OMol25 structures with the same formula, charge and spin**: 36.2 kJ/mol

```
107
C43H49BClN8OS3Y the ωB97M-V functional and the def2-TZVPD basis
Y -1.582 0.598 -2.681
C -1.001 -4.420 -0.292
C -0.136 -3.427 0.429
C 0.676 -3.786 1.447
C 1.430 -2.822 2.169
N 1.481 -1.585 1.766
N 0.700 -1.232 0.711
B 0.754 0.275 0.443
N 1.521 0.844 -0.764
N 2.165 0.921 0.429
C 3.290 1.555 0.613
C 3.813 2.182 -0.554
C 3.200 2.116 -1.764
C 3.769 2.810 -2.958
C 1.936 1.405 -1.901
S 1.075 1.408 -3.344
C 3.989 1.538 1.956
C 4.938 0.322 1.914
C 4.820 2.807 2.161
C 2.953 1.401 3.080
N -0.405 1.017 1.119
N -0.501 0.517 2.369
C -1.463 0.931 3.137
C -2.412 1.863 2.645
C -2.293 2.402 1.402
C -3.276 3.402 0.871
C -1.197 1.968 0.589
S -0.883 2.640 -0.961
C -1.493 0.337 4.550
C -0.163 0.670 5.245
C -2.646 0.915 5.371
C -1.645 -1.191 4.445
C -0.185 -2.034 0.102
S -1.425 -1.451 -0.917
C 2.187 -3.245 3.422
C 3.462 -3.987 2.985
C 1.290 -4.189 4.244
C 2.543 -2.051 4.304
H -0.682 -5.436 -0.067
H -0.974 -4.261 -1.371
H -2.046 -4.307 0.011
H 0.726 -4.828 1.745
H 4.740 2.735 -0.463
H 4.733 3.263 -2.728
H 3.077 3.588 -3.296
H 3.879 2.115 -3.793
H 5.667 0.423 1.102
H 4.382 -0.602 1.768
H 5.492 0.262 2.856
H 5.691 2.849 1.502
H 5.195 2.811 3.187
H 4.224 3.715 2.022
H 2.298 0.537 2.931
H 2.337 2.305 3.158
H 3.472 1.266 4.033
H -3.251 2.146 3.266
H -4.065 3.587 1.599
H -3.714 3.046 -0.063
H -2.776 4.343 0.640
H 0.006 1.753 5.277
H 0.679 0.206 4.725
H -0.184 0.302 6.274
H -2.586 2.005 5.452
H -2.596 0.511 6.384
H -3.623 0.643 4.961
H -0.916 -1.606 3.742
H -2.650 -1.467 4.108
H -1.481 -1.647 5.425
H 3.229 -4.876 2.387
H 4.015 -4.317 3.867
H 4.116 -3.338 2.394
H 1.157 -5.166 3.770
H 0.302 -3.751 4.422
H 1.757 -4.365 5.216
H 3.155 -1.321 3.786
H 3.100 -2.409 5.174
H 1.637 -1.546 4.664
Cl -8.739 2.069 -4.373
C -7.178 1.718 -3.721
C -7.005 1.615 -2.338
C -5.764 1.336 -1.809
C -4.650 1.160 -2.627
O -3.460 0.910 -2.081
C -4.829 1.255 -4.021
C -3.784 1.043 -4.985
N -2.538 0.820 -4.721
C -1.601 0.560 -5.764
C -1.603 1.189 -6.975
C -0.621 0.895 -7.946
C 0.354 -0.020 -7.686
C 0.383 -0.687 -6.437
C 1.351 -1.664 -6.110
C 1.290 -2.301 -4.907
C 0.279 -1.940 -3.999
N -0.623 -1.019 -4.244
C -0.597 -0.402 -5.469
C -6.108 1.529 -4.544
H -7.860 1.755 -1.687
H -5.626 1.239 -0.739
H -4.099 1.043 -6.029
H -2.350 1.946 -7.189
H -0.651 1.407 -8.901
H 1.114 -0.248 -8.426
H 2.129 -1.904 -6.831
H 2.005 -3.068 -4.636
H 0.215 -2.418 -3.030
H -6.242 1.590 -5.619
```



Entry from OMol25: a structure of composition C16H31F3P2Pd in a non-equilibrium geometry (the ωB97M-V functional and the def2-TZVPD basis).

**Charge**: +2
**Frontier orbital gap (alpha / beta)**: 6.798 / 5.248 eV
**HOMO energy (alpha / beta)**: -0.5080 / -0.5723 Ha
**LUMO energy (alpha / beta)**: -7.0 / -10.3 eV
**Multiplicity**: 5
**Energy above the lowest of the compared OMol25 structures with the same formula, charge and spin**: 94.8 kJ/mol

```
53
C16H31F3P2Pd the ωB97M-V functional and the def2-TZVPD basis
P -0.973 -0.207 -0.181
P -1.741 -2.268 2.210
C -1.633 -2.017 -0.444
C -2.706 -2.260 0.590
H -0.671 -2.510 -0.220
H -1.919 -2.293 -1.452
H -3.447 -1.461 0.566
H -3.190 -3.231 0.458
C -1.132 -3.997 2.074
H -0.317 -4.144 2.772
H -0.783 -4.213 1.053
H -1.963 -4.684 2.328
C -2.839 -2.471 3.651
H -3.041 -3.539 3.847
H -3.794 -1.969 3.487
H -2.317 -2.053 4.519
C -0.745 -0.081 -1.994
H -0.508 0.927 -2.348
H -1.664 -0.434 -2.470
H 0.071 -0.756 -2.253
C -2.319 1.029 0.087
H -2.205 1.531 1.057
H -3.313 0.568 0.001
H -2.211 1.796 -0.690
Pd -0.416 -0.634 1.858
C 3.113 0.887 -1.617
C 2.268 0.423 -2.563
C 1.690 1.110 -3.767
C 1.802 2.629 -3.728
C 0.815 3.271 -2.774
C 0.801 3.251 -1.431
C 1.707 2.686 -0.388
C 3.106 2.196 -0.871
C -0.079 0.946 3.113
H 3.922 0.203 -1.316
H 2.157 -0.658 -2.594
H 0.645 0.861 -3.997
H 2.259 0.710 -4.608
H 2.845 2.897 -3.512
H 1.542 2.985 -4.738
H 0.042 3.899 -3.274
H 0.033 3.869 -0.978
H 1.150 1.883 0.136
H 1.866 3.461 0.385
H 3.650 3.000 -1.410
H 3.647 2.022 0.070
H 0.152 0.466 4.080
H -1.038 1.486 3.162
H 0.749 1.583 2.766
F 2.460 -0.677 2.517
C 1.408 -1.529 2.706
F 1.756 -2.700 2.071
F 1.306 -1.785 4.053
```



Entry from OMol25: the molecule C5H9N in a non-equilibrium geometry (the ωB97M-V functional and the def2-TZVPD basis).

**Frontier orbital gap**: 9.100 eV
**HOMO energy**: -0.2984 Ha
**LUMO energy**: 1.0 eV
**Multiplicity**: 1
**Energy above the lowest of the compared OMol25 structures with the same formula, charge and spin**: 251.2 kJ/mol

```
15
C5H9N the ωB97M-V functional and the def2-TZVPD basis
C -0.430 1.518 -0.296
C -0.489 0.169 0.424
C -0.671 -0.958 -0.552
C 0.860 -0.140 1.124
C 1.791 -0.795 0.103
N 0.965 -1.253 -0.787
H -0.221 2.321 0.418
H -1.376 1.747 -0.799
H 0.365 1.527 -1.054
H -1.270 0.176 1.183
H -1.259 -0.676 -1.460
H -1.134 -1.869 -0.137
H 0.853 -1.643 -1.685
H 0.728 -0.878 1.930
H 1.289 0.756 1.588
```



Entry from OMol25: a cluster of 2 separate species, C3H2N2O2 in total in a non-equilibrium geometry (the ωB97M-V functional and the def2-TZVPD basis).

**SMILES**: C#[N+][O-].N#CC=O
**Frontier orbital gap**: 9.558 eV
**HOMO energy**: -0.3822 Ha
**LUMO energy**: -0.8 eV
**Multiplicity**: 1
**Energy above the lowest of the compared OMol25 structures with the same formula, charge and spin**: 443.9 kJ/mol

```
9
C3H2N2O2 the ωB97M-V functional and the def2-TZVPD basis
C -0.922 0.019 1.198
N -0.033 0.317 1.907
O 0.718 0.805 2.630
H -1.672 -0.462 0.652
N 2.550 -1.993 0.336
C 1.805 -1.276 -0.195
C 0.947 -0.310 -0.800
O -0.008 -0.642 -1.409
H 1.127 0.806 -0.735
```